Entry 1:
Formula: C34H51BF9NO11PS
Source: the Open Molecules 2025 dataset
Level of theory: ωB97M-V/def2-TZVPD

Results
Total charge   +1
HOMO-LUMO gap   0.25924 hartree
Energy   -105351.011 eV
LUMO energy   -2.8602 eV

CARTESIAN COORDINATES (ANGSTROEM)
O (-0.05015, -0.75820, 6.15177)
P (0.63122, -2.04684, 6.06129)
N (1.41485, -2.28799, 4.46305)
C (0.48891, -1.82480, 3.33765)
C (1.52826, -1.10723, 2.40182)
C (1.00415, -0.23799, 1.22970)
C (-0.44903, -0.65209, 0.93927)
C (-1.00109, -0.03670, -0.35639)
C (-2.18542, -0.79855, -0.93654)
C (-2.82403, -1.80218, -0.23675)
C (-3.91740, -2.44353, -0.76111)
C (-4.42204, -2.11143, -1.99734)
C (-3.77447, -1.13856, -2.72151)
C (-2.68050, -0.50578, -2.19093)
C (2.67839, -0.58739, 3.30411)
C (2.42317, 0.54800, 4.33196)
B (1.27870, 1.59283, 3.98032)
O (1.56607, 2.93336, 4.14395)
O (0.00084, 1.24660, 3.56775)
C (2.84710, -1.87883, 4.19400)
C (3.87963, -1.90329, 5.31247)
C (4.68840, -3.23961, 5.36983)
C (4.20586, -4.14539, 6.48901)
F (4.66201, -3.56423, 7.64203)
F (2.84674, -4.12998, 6.63016)
C (4.78898, -5.58292, 6.52363)
F (6.11758, -5.45527, 6.66989)
F (4.35285, -6.20766, 7.61319)
S (4.50328, -6.65634, 5.00944)
F (5.62819, -5.89632, 4.20329)
F (3.33688, -5.70938, 4.44580)
F (3.37758, -7.48488, 5.77754)
F (5.56484, -7.68428, 5.58558)
F (4.30389, -7.59516, 3.76174)
H (-0.26993, -3.13353, 6.15628)
H (1.55403, -2.16471, 7.11150)
H (1.45188, -3.31242, 4.41075)
H (-0.39278, -1.26847, 3.64025)
H (0.31770, -2.75866, 2.80346)
H (1.96725, -1.96752, 1.87059)
H (1.12874, 0.83711, 1.37580)
H (1.57708, -0.52579, 0.33881)
H (-0.43791, -1.74511, 0.80972)
H (-1.13906, -0.41928, 1.75561)
H (-0.22823, 0.17006, -1.10242)
H (-1.42908, 0.93553, -0.06401)
H (-2.49111, -2.11435, 0.74901)
H (-4.42546, -3.21111, -0.18062)
H (-5.29084, -2.61142, -2.41206)
H (-4.13886, -0.85462, -3.70190)
H (-2.20258, 0.25904, -2.79599)
H (3.60085, -0.51595, 2.72334)
H (2.21977, 0.19292, 5.35051)
H (3.35020, 1.12662, 4.41546)
H (1.18003, 3.45949, 3.43293)
H (-0.61872, 1.76421, 4.10106)
H (3.20627, -2.61007, 3.45560)
H (4.62477, -1.12047, 5.15223)
H (3.48412, -1.73310, 6.31786)
H (4.65120, -3.70468, 4.38284)
H (5.73557, -2.99209, 5.55498)
O (-3.82486, 1.51939, -4.22404)
C (-3.10926, 2.45930, -4.42552)
O (-1.95313, 2.66467, -3.75466)
C (-1.37855, 3.92873, -4.14320)
C (-1.97592, 4.23509, -5.50587)
C (-3.35517, 3.59473, -5.39883)
H (-1.64776, 4.67551, -3.39819)
H (-0.29405, 3.83815, -4.17898)
H (-1.99792, 5.29968, -5.73562)
H (-1.39891, 3.73517, -6.28642)
H (-4.08979, 4.27546, -4.96582)
H (-3.70596, 3.21533, -6.35522)
O (-5.15912, -1.64425, -5.26572)
C (-5.90749, -0.88796, -5.81364)
O (-5.90092, -0.67530, -7.15180)
C (-6.83486, 0.36484, -7.48605)
C (-7.82184, 0.40291, -6.33002)
C (-6.94481, -0.00701, -5.15128)
H (-6.28446, 1.30255, -7.59335)
H (-7.31336, 0.12808, -8.43388)
H (-8.30464, 1.37108, -6.20866)
H (-8.60258, -0.34406, -6.48430)
H (-6.43878, 0.84726, -4.69763)
H (-7.50044, -0.56092, -4.39932)
O (-2.79538, 6.37115, -2.77422)
C (-2.05936, 7.30179, -2.94415)
O (-0.91536, 7.47442, -2.24384)
C (-0.30933, 8.73244, -2.59533)
C (-0.86936, 9.07441, -3.96647)
C (-2.26284, 8.45716, -3.90342)
H (-0.58152, 9.47072, -1.83839)
H (0.77244, 8.62116, -2.60397)
H (-0.86617, 10.14179, -4.17815)
H (-0.28260, 8.57722, -4.74106)
H (-2.99621, 9.14291, -3.47683)
H (-2.59828, 8.10104, -4.87381)
O (3.09044, 0.03272, -1.30678)
C (3.81008, -0.90784, -1.14102)
O (5.03292, -0.81653, -0.55918)
C (5.69453, -2.09363, -0.60625)
C (4.57861, -3.11574, -0.76076)
C (3.54346, -2.33810, -1.56740)
H (6.38160, -2.09678, -1.45420)
H (6.26633, -2.23676, 0.30839)
H (4.90488, -4.04042, -1.23257)
H (4.16670, -3.36700, 0.22058)
H (3.71442, -2.42208, -2.64115)
H (2.52541, -2.63210, -1.32329)


Entry 2:
Formula: C3H7PS2
Source: the Open Molecules 2025 dataset
Level of theory: ωB97M-V/def2-TZVPD

Results
HOMO-LUMO gap   0.29001 hartree
Energy relative to the best compared isomer or geometry (same formula, charge and spin)   0.9264 eV
SMILES   C[C@@H]1SCPS1
Energy   -34182.020 eV
LUMO energy   -0.7166 eV

CARTESIAN COORDINATES (ANGSTROEM)
C (-1.58727, -1.25315, 0.40954)
C (0.57826, 0.41763, 0.26942)
C (1.86067, 0.80448, -0.36686)
P (-2.65097, 0.12229, -0.09684)
S (0.08658, -1.29377, -0.39698)
S (-0.63393, 1.73832, 0.16764)
H (-1.19519, -1.23398, 1.42527)
H (-1.96414, -2.34227, 0.27058)
H (0.69102, 0.07235, 1.24106)
H (2.38956, 1.53555, 0.26636)
H (1.87033, 1.21921, -1.45898)
H (2.70938, 0.03773, -0.35651)
H (-2.15431, 0.17560, -1.37371)


Question: Number 2 is which compound?
Answer: C3H7PS2